18
Properties=species:S:1:pos:R:3:forces:R:3 method="wB97M-V/def2-TZVPD" e_tot_ha=-306.2224 mol_weight_g_mol=92.14 smiles=CCO.NCN
C 2.043 0.338 -0.379 1.2 -0.4 1.1
O 2.886 -0.709 -0.907 -0.2 0.6 1.0
C 2.351 0.470 1.121 -0.7 -1.9 -0.7
H 2.297 1.299 -0.817 -0.2 0.1 -0.5
H 1.008 0.068 -0.519 -0.4 0.2 -0.2
H 2.699 -0.757 -1.831 -0.1 -0.2 -1.0
H 3.398 0.658 1.281 0.4 0.1 0.1
H 1.753 1.254 1.533 -0.3 0.6 0.4
H 2.059 -0.499 1.605 0.4 0.9 -0.2
N -1.752 -0.678 -1.171 -0.9 0.3 -1.0
C -1.726 -0.026 0.124 -0.7 -1.2 0.6
N -2.993 0.141 0.840 -1.4 -0.4 -0.5
H -2.103 -1.640 -1.098 0.2 0.6 0.0
H -2.394 -0.163 -1.819 0.8 -0.7 0.8
H -1.110 -0.646 0.778 0.3 0.2 0.0
H -1.281 0.945 0.033 0.3 0.5 -0.1
H -3.629 0.716 0.255 0.5 -0.4 0.6
H -3.507 -0.770 0.972 1.0 1.2 -0.2

---

97
Properties=species:S:1:pos:R:3:forces:R:3 method="wB97M-V/def2-TZVPD" e_tot_ha=-2656.4297 mol_weight_g_mol=895.41 total_charge=+2
Hf 0.397 0.224 0.411 0.3 -0.7 -1.8
N -2.712 2.065 7.870 0.1 0.0 0.0
C -2.334 1.799 6.610 0.0 0.0 0.1
C -1.100 1.148 6.357 0.0 0.0 0.1
C -0.722 0.860 5.078 -0.1 0.0 0.0
C -1.578 1.220 4.020 0.1 -0.2 0.2
C -2.790 1.884 4.241 0.0 0.0 0.0
C -3.160 2.168 5.525 -0.1 0.0 0.1
S -1.092 0.913 2.452 -0.1 0.5 0.0
O -2.053 1.294 1.435 -0.3 0.1 0.4
O -0.615 -0.499 2.233 0.1 0.2 0.1
N 0.330 1.632 2.017 -0.5 0.7 0.3
C 0.180 2.768 1.202 0.0 0.0 0.5
N 0.593 2.501 -0.054 -0.3 -0.3 0.5
C 0.566 3.522 -0.929 0.3 -0.2 -0.3
C 0.105 4.754 -0.551 -0.1 0.2 0.2
C -0.378 4.886 0.756 0.0 -0.1 0.0
N -0.342 3.892 1.643 0.1 0.2 -0.2
H -2.140 1.803 8.653 0.0 0.0 0.0
H -3.588 2.517 8.066 0.0 0.0 0.0
H -0.457 0.879 7.185 0.0 0.0 0.0
H 0.220 0.359 4.888 0.0 0.0 0.0
H -3.425 2.163 3.410 0.1 0.0 0.0
H -4.096 2.679 5.715 0.0 0.0 0.0
H 0.930 3.320 -1.929 0.0 0.0 0.0
H 0.104 5.583 -1.244 0.0 0.0 0.0
H -0.815 5.818 1.097 0.0 0.0 0.0
C 4.973 0.178 -4.329 0.0 0.0 0.0
C 3.605 -0.021 -3.730 0.0 0.0 0.0
C 2.466 -0.016 -4.528 0.0 0.0 0.0
C 1.213 -0.252 -3.977 0.0 0.1 -0.1
C -0.021 -0.295 -4.841 0.0 0.0 0.0
C 1.122 -0.478 -2.609 -0.1 0.0 0.1
C 2.245 -0.431 -1.771 0.0 -0.3 0.3
C 3.488 -0.219 -2.354 0.1 0.2 -0.1
N 2.015 -0.605 -0.367 1.0 0.1 -0.1
C 3.130 -0.694 0.618 0.0 0.0 0.1
C 4.088 -1.862 0.370 0.0 -0.1 0.0
C 5.158 -1.891 1.471 0.0 0.0 0.0
C 4.485 -2.133 2.823 0.0 0.0 0.0
C 3.500 -0.996 3.108 -0.1 -0.1 0.2
C 4.252 0.334 3.174 0.0 0.0 0.0
C 4.941 0.586 1.831 0.0 -0.1 0.0
C 5.913 -0.556 1.506 0.0 0.0 0.0
C 3.877 0.653 0.735 0.0 -0.1 0.0
C 2.454 -0.961 1.985 0.3 0.1 -0.4
H 4.916 0.331 -5.405 0.0 0.0 0.0
H 5.605 -0.692 -4.144 0.0 0.0 0.0
H 5.472 1.044 -3.889 0.0 0.0 0.0
H 2.561 0.134 -5.598 0.0 0.0 0.0
H 0.163 -0.847 -5.763 0.0 0.0 0.0
H -0.331 0.713 -5.127 0.0 0.0 0.0
H -0.853 -0.776 -4.321 0.0 0.0 0.0
H 0.178 -0.827 -2.217 0.0 0.0 0.0
H 4.394 -0.194 -1.769 -0.1 0.0 0.0
H 4.562 -1.801 -0.608 0.0 0.0 0.0
H 3.509 -2.792 0.381 0.0 0.0 0.0
H 5.857 -2.701 1.255 0.0 0.0 0.0
H 5.234 -2.165 3.619 0.0 0.0 0.0
H 3.969 -3.098 2.825 0.0 0.0 0.0
H 2.987 -1.183 4.054 0.0 0.0 0.0
H 4.992 0.294 3.977 0.0 0.0 0.0
H 3.564 1.155 3.405 0.0 0.0 0.0
H 5.481 1.533 1.866 0.0 0.0 0.0
H 6.703 -0.596 2.259 0.0 0.0 0.0
H 6.398 -0.372 0.543 0.0 0.0 0.0
H 4.337 0.931 -0.211 0.0 0.0 0.0
H 3.150 1.440 0.974 -0.1 0.1 0.0
H 1.755 -0.144 2.239 0.1 0.0 0.2
H 1.903 -1.904 1.946 -0.1 -0.1 0.0
C -2.009 1.432 -1.991 -0.1 0.0 0.0
C -2.270 0.136 -1.313 0.1 -0.2 0.0
N -1.376 -0.570 -0.608 -0.5 -0.1 -0.1
C -2.037 -1.713 -0.157 0.3 0.1 0.0
C -3.309 -1.680 -0.593 -0.1 0.1 -0.1
N -3.436 -0.509 -1.319 -0.2 0.0 -0.1
C -4.692 -0.038 -1.959 0.1 -0.2 0.2
N -5.595 -1.112 -2.125 -0.1 0.2 0.0
N -6.698 -1.194 -1.307 0.0 -0.2 -0.2
N -7.424 -2.161 -1.691 0.3 0.1 -0.1
C -6.822 -2.761 -2.791 -0.3 -0.1 0.1
C -7.235 -3.848 -3.562 -0.1 -0.1 0.0
C -6.421 -4.220 -4.608 0.0 0.0 0.0
C -5.222 -3.534 -4.889 0.0 0.1 0.1
C -4.802 -2.458 -4.133 -0.1 0.0 0.0
C -5.644 -2.090 -3.081 0.1 0.1 0.0
H -0.948 1.514 -2.226 0.0 0.0 0.0
H -2.315 2.272 -1.364 0.0 0.0 0.0
H -2.551 1.501 -2.934 0.0 0.0 0.0
H -1.544 -2.466 0.434 0.0 0.0 0.0
H -4.126 -2.369 -0.467 0.0 0.0 0.0
H -4.442 0.417 -2.915 0.1 0.0 -0.1
H -5.165 0.696 -1.312 0.0 0.0 0.0
H -8.156 -4.371 -3.340 0.0 0.0 0.0
H -6.704 -5.055 -5.233 0.0 0.0 0.0
H -4.615 -3.863 -5.723 0.0 0.0 0.0
H -3.880 -1.935 -4.356 0.0 0.0 0.0

---

Sequential orbital gap output: 10.08, 7.10 eV
Sequential E_HOMO output: -9.1900, -13.0269 eV
Sequential energy relative to the best compared isomer or geometry (same formula, charge and spin) output: 56.52, 0.00 kJ/mol